C22H55FN2NbO4 | the ωB97M-V functional and the def2-TZVPD basis

Geometry as XYZ:
```
85
C22H55FN2NbO4 (the ωB97M-V functional and the def2-TZVPD basis)
Nb 1.9695 -1.1065 -0.0218
F 1.5606 0.4167 1.0538
O -1.7075 1.9024 -1.0271
O 0.9461 -1.4050 4.7767
O 3.1616 6.1033 -1.9470
O 1.4784 -3.2963 -5.4325
N 1.2296 3.9727 -1.2884
N -1.7008 -2.2802 5.5668
C -0.7058 -1.7424 1.5984
C -2.7940 1.0072 -0.8999
C -1.6147 -1.9636 0.3860
C 1.3351 -0.0787 5.0634
C -3.0628 -2.2978 0.6984
C -3.6299 -2.3595 -1.8271
C 0.8198 5.3374 -1.5901
C 0.2285 5.3712 -2.9962
C 0.7067 -2.3118 1.4253
C 0.7746 -2.2657 5.8753
C -3.0329 0.1504 -2.1427
C 2.1722 -2.0865 -5.0785
C 1.9105 6.3863 -1.3495
C 2.8312 -2.7648 -2.7297
C 2.0424 -1.7841 -3.5943
C -0.8110 -0.9348 7.3877
C -0.4369 1.2555 -1.0098
C 3.2866 6.4559 -3.3052
C -4.1481 -0.9123 -1.9813
C 2.3287 -2.8983 -1.2883
C -3.7934 -3.0081 -0.4396
C -0.6071 -2.1804 6.5330
H 2.9243 5.6742 -3.9777
H -3.4294 -4.0421 -0.5029
H 4.3463 6.6184 -3.5010
H 0.0270 6.3931 -3.3255
H -4.1501 -3.0071 -2.5423
H -0.3506 0.5716 -0.1530
H -1.5548 -1.5789 4.8446
H -3.6045 -1.3768 0.9441
H -3.2917 0.8371 -2.9568
H 1.8602 0.2978 4.1865
H 0.4712 0.5648 5.2552
H -1.1994 -2.1618 2.4936
H 3.5923 -1.4381 0.8348
H 2.7396 7.3810 -3.5242
H 0.9810 -1.8116 -3.3159
H 1.2427 -2.2132 2.3827
H -4.7951 -0.8658 -2.8642
H 2.7972 -3.7446 -3.2317
H 1.5685 -2.1008 6.6192
H 1.8025 -1.2435 -5.6727
H -0.2466 0.6789 -1.9208
H 0.5786 -0.7137 -1.1919
H -4.8646 -3.0653 -0.2005
H 0.0165 5.5914 -0.8874
H 1.3669 -3.4402 -1.3067
H -3.6786 1.6302 -0.7180
H 3.2272 -2.2387 -5.3435
H -0.9790 -0.0572 6.7618
H -1.6888 -1.0582 8.0216
H -2.6472 0.3776 -0.0130
H 1.5618 7.3775 -1.6766
H 0.6627 -3.3864 1.1891
H 2.0740 3.7438 -1.8040
H 2.0011 -0.0468 5.9338
H -0.6796 -3.0544 7.1918
H -1.6451 -3.1669 5.0761
H -2.5733 -2.3807 -2.1203
H -4.7988 -0.6538 -1.1320
H -2.0993 -0.3392 -2.4394
H 1.4888 3.8765 -0.3123
H 3.0337 -3.5274 -0.7242
H -1.1811 -2.7528 -0.2471
H -0.6070 -0.6627 1.7880
H 2.1099 6.4360 -0.2765
H -0.7030 4.8069 -3.0153
H -3.1138 -2.9236 1.5992
H 0.3269 2.0265 -0.9296
H 3.0435 -0.0452 -1.1122
H 3.8870 -2.4636 -2.7107
H 0.7635 -3.0715 -6.0316
H 0.0558 -0.7409 8.0228
H 0.9043 4.9036 -3.7138
H 2.3794 -0.7572 -3.4063
H -1.5863 -1.0623 -0.2328
H 0.8958 -3.2759 5.4739
```

The energy relative to the best compared isomer or geometry (same formula, charge and spin) is 0.0 kJ/mol. Its net charge is -1. The HOMO energy comes out at -0.158 Eh. The calculation puts the orbital gap at 6.99 eV.

C22H55InN13O6 | the ωB97M-V functional and the def2-TZVPD basis

Geometry as XYZ:
```
97
C22H55InN13O6 (the ωB97M-V functional and the def2-TZVPD basis)
In 4.9548 -2.2124 -1.3756
O -4.4961 -2.9707 2.9988
O 2.6491 -0.9385 3.8089
O 7.5301 -4.7152 0.0397
O -0.5097 4.3548 3.1318
O 0.0462 3.4465 -4.4661
O 4.1968 3.4835 5.0291
N 3.4896 4.8890 6.6523
N 7.7011 -6.6012 1.2770
N -2.1946 3.5102 -4.1783
N 2.9776 -2.3426 2.0647
N -1.2248 4.6116 -5.9302
N -5.9390 -1.2893 -2.9248
N -6.3266 -2.5189 4.2475
N 0.8618 -1.8795 2.7814
N 1.4829 3.3551 3.4867
N 7.1071 -6.7094 -0.9298
N 1.3887 5.5829 3.0151
N -6.4262 -4.0702 2.5737
N 5.6515 4.9687 5.9187
C 0.4771 1.6959 0.0189
C 2.1954 -1.6731 2.9404
C 4.8414 -0.8042 -3.1893
C 4.4306 4.3874 5.8149
C -3.9660 -1.3271 0.3862
C -1.0511 3.8304 -4.8333
C -3.2059 0.0459 0.0505
C -5.6718 -3.1732 3.2565
C -1.6414 0.0609 0.3993
C -7.1319 -0.4688 -2.9445
C -5.4114 -1.2615 -0.3785
C -6.1652 -0.1758 -5.1760
C 0.6767 1.8230 -1.5773
C 3.2991 -0.5473 -3.5955
C -5.3589 -1.1508 -4.2604
C -5.4102 -2.1049 -1.7701
C 2.7353 0.9024 -3.0864
C 0.7078 4.4241 3.2071
C 7.4517 -5.9260 0.1232
C 1.5075 0.5362 -2.0726
C -1.0807 1.5968 0.4742
C -7.3911 0.2910 -4.2698
H 7.6411 -7.5992 1.3655
H 6.9136 -6.2442 -1.8029
H -5.9380 0.1477 -6.2426
H 0.9844 0.7609 0.4779
H -1.3697 -0.4386 1.3996
H 2.3663 1.5273 -3.9866
H -1.0822 1.8571 1.6045
H 3.6607 5.6314 7.3056
H 5.8642 5.7126 6.5579
H -4.3345 -2.4736 -1.9851
H -7.8955 -0.2633 -2.1237
H 1.0151 2.4755 3.6359
H 1.9899 -0.0752 -1.2305
H 7.9595 -6.0538 2.0815
H 3.1002 -0.6665 -4.7251
H 3.4814 -3.2748 -1.3301
H 3.9742 -2.2161 2.1480
H -8.2313 1.0242 -4.5428
H 6.3775 4.6225 5.3121
H -5.7995 -1.8438 4.7777
H 6.3590 -3.3583 -1.4989
H -7.2923 -2.6705 4.4751
H 0.4686 -2.4765 2.0766
H 0.2442 -1.3983 3.4144
H 0.8206 -0.1870 -2.6620
H -5.6504 -0.1492 -0.5458
H 2.3883 5.6598 3.0722
H -0.9894 -0.4439 -0.4149
H 1.0248 2.5946 0.5034
H 0.8463 6.4042 2.8037
H 5.4258 0.1432 -2.9300
H -3.6948 0.8806 0.6732
H -0.3984 4.8708 -6.4440
H 2.5688 4.4821 6.6042
H -0.3514 1.8274 -2.1008
H 2.6907 -1.3961 -3.0902
H 7.0359 -7.7093 -0.8838
H -4.4113 -1.6483 -4.6564
H -2.1189 4.9377 -6.2489
H 2.4864 3.3920 3.5522
H -5.9748 -4.5768 1.8292
H -6.1635 -1.7311 0.3448
H 4.9919 -1.3079 0.1851
H -2.1067 2.9310 -3.3582
H -3.1072 3.8152 -4.4636
H -3.4547 -2.2730 -0.0068
H 1.1806 2.8144 -1.8941
H -6.1016 -3.0084 -1.6296
H 2.6232 -2.9489 1.3460
H 3.5774 1.4790 -2.5470
H -4.2049 -1.4088 1.5251
H -7.3938 -4.2515 2.7695
H 5.3072 -1.4030 -4.0684
H -3.3070 0.2319 -1.0731
H -1.7533 2.3367 -0.0931
```

Its net charge is -1. The HOMO energy comes out at -0.137 Eh. The calculation puts the orbital gap at 5.44 eV.

C22H56ClN4O9 | the ωB97M-V functional and the def2-TZVPD basis

Geometry as XYZ:
```
92
C22H56ClN4O9 (the ωB97M-V functional and the def2-TZVPD basis)
Cl -0.9853 1.7876 0.5531
O -3.9463 -3.5878 -0.0002
O -0.8305 0.3417 0.6143
O 2.7940 -0.0155 -0.3425
O -1.2264 4.6671 -2.7980
O 0.0779 2.3062 -0.2422
O -0.9687 2.3250 1.8993
O -6.1707 -1.6029 2.3675
O -2.2296 2.1159 -0.0789
O 2.3060 6.9979 2.1216
N 0.9416 5.1058 0.5373
N 2.6282 -1.2857 -0.9148
N -4.2346 0.2037 1.5459
N -3.0223 -1.5457 -1.4183
C 2.0023 -2.2712 1.1955
C 4.4044 -2.2206 0.6119
C 2.9920 -2.3359 0.0216
C 2.2270 -0.3143 -3.1339
C 3.0563 8.0282 2.7085
C 2.3402 4.8811 0.9755
C -5.0778 -1.4356 3.2392
C -2.5711 -2.8777 -1.8466
C -2.7798 -3.9133 -0.7311
C 3.5279 -3.7494 -2.0113
C -4.2287 -4.6075 0.9264
C 2.8298 -3.7043 -0.6410
C 3.1097 4.0712 -0.0974
C -2.8814 -0.2967 3.6157
C 3.0837 6.1553 1.2803
C 3.1016 -1.2834 -2.2958
C 4.5440 -0.7515 -2.4317
C 2.9354 -2.6666 -2.9069
C -1.1196 3.8153 -3.8958
C -7.3677 -1.9761 3.0030
C -3.8645 -0.7880 2.5377
C -1.1281 -2.8577 -2.3530
H -2.8181 -4.9342 -1.1221
H -2.5533 -1.1506 -0.6075
H 5.2331 -2.5284 -0.0352
H 2.2328 -1.4209 1.8348
H -4.8169 0.9043 1.9986
H -3.2245 -3.2317 -2.6486
H 4.5662 -3.4952 -1.7716
H 0.5811 4.1709 0.3365
H -7.9907 -1.0992 3.2127
H -4.5415 -5.6044 0.5736
H 3.2542 -4.4594 0.0236
H -1.0309 2.7661 -3.5851
H -3.3410 0.6437 1.3307
H -0.9945 -2.1324 -3.1549
H -0.7690 -3.8349 -2.7027
H -7.1616 -2.3737 4.0066
H -1.8762 -0.2897 3.1938
H 5.2924 -1.3065 -1.8600
H 1.0094 5.5329 -0.3871
H 1.5062 -0.8231 -3.7771
H 2.3200 8.7304 3.1193
H 4.5386 -2.8635 1.4857
H 4.6373 -1.1875 0.8735
H 3.4786 -4.7303 -2.4839
H -4.8303 -2.3249 3.8279
H -3.0952 0.7419 3.8825
H -5.1446 -4.2974 1.4416
H 3.4206 -2.6695 -3.8863
H -7.8613 -2.7264 2.3919
H 2.9639 4.4785 -1.0990
H -1.9141 3.9121 -4.6400
H -2.6986 -1.0040 -2.2158
H 3.4572 6.7278 0.4193
H -1.4894 4.1797 -2.0126
H 1.9013 -2.9783 -3.0830
H -3.4140 -1.6642 2.0541
H -0.4177 -2.6136 -1.5557
H -1.8846 -3.8859 -0.0912
H 4.5849 0.2573 -2.0167
H 0.9521 -2.2931 0.8961
H -5.3900 -0.6865 3.9943
H -0.1764 3.8961 -4.4550
H 3.6065 8.6361 1.9818
H 4.1836 4.1033 0.1172
H 3.6148 7.6393 3.5663
H 2.7416 3.0473 -0.0847
H 1.9316 0.1957 0.0428
H -3.3645 -4.7243 1.5887
H -2.9111 -0.8740 4.5437
H 2.0459 -3.1868 1.7982
H 4.8660 -0.7121 -3.4723
H 2.8303 0.2857 -3.8177
H 1.7893 -3.9964 -0.8229
H 2.2439 4.2647 1.8701
H 1.6741 0.3762 -2.4962
H 3.9840 5.8982 1.8648
```

The energy relative to the best compared isomer or geometry (same formula, charge and spin) is 0.0 kJ/mol. Its net charge is -1. The HOMO energy comes out at -0.224 Eh. The calculation puts the orbital gap at 8.61 eV.